Computed, not measured: the molecule C25H34N6O2, with ωB97M-V with the def2-TZVPD basis set.

## Properties
* lowest unoccupied orbital energy: 0.65 eV
* SMILES string: CCC(C)(C)n1nnnc1[C@@H](c1ccc(OC)c(OC)c1)N1CCN(c2ccccc2)CC1
* molecular weight: 450.59 g mol⁻¹
* max |F|: 1.38 eV Å⁻¹
* energy relative to the best compared isomer or geometry (same formula, charge and spin): 70.0 kcal per mole

Last column: natural (NBO) charge in e.
Cartesian coordinates (Å):
C -3.725 -0.266 1.510  -0.6135
C -2.795 0.732 2.192  -0.4068
C -2.837 2.144 1.580  0.1341
C -1.876 3.081 2.323  -0.6078
C -4.248 2.731 1.658  -0.6131
N -2.461 2.090 0.174  -0.2106
N -3.279 2.578 -0.766  -0.0704
N -2.730 2.417 -1.892  -0.0648
N -1.549 1.827 -1.765  -0.3354
C -1.364 1.617 -0.480  0.3386
C -0.146 0.967 0.104  -0.1057
C -0.325 -0.534 0.219  -0.0423
C 0.379 -1.231 1.188  -0.2096
C 0.234 -2.599 1.283  -0.2315
C -0.606 -3.315 0.433  0.2672
O -0.634 -4.652 0.684  -0.4962
C -1.414 -5.537 -0.088  -0.2392
C -1.313 -2.611 -0.561  0.2207
O -2.135 -3.313 -1.407  -0.5101
C -2.838 -2.615 -2.405  -0.2505
C -1.151 -1.234 -0.648  -0.2526
N 1.080 1.264 -0.608  -0.4351
C 1.226 0.703 -1.937  -0.2661
C 2.710 0.867 -2.343  -0.2169
N 3.498 1.422 -1.265  -0.4487
C 3.913 0.587 -0.227  0.2780
C 4.817 1.076 0.723  -0.2763
C 5.297 0.269 1.735  -0.1968
C 4.904 -1.056 1.827  -0.2627
C 4.028 -1.559 0.882  -0.1833
C 3.539 -0.755 -0.130  -0.2994
C 2.986 2.732 -0.921  -0.2123
C 1.468 2.657 -0.603  -0.2423
H -4.769 -0.031 1.701  0.2078
H -3.562 -0.275 0.435  0.2071
H -3.524 -1.266 1.885  0.2227
H -1.776 0.345 2.144  0.2165
H -3.065 0.818 3.245  0.2146
H -0.880 2.654 2.415  0.2068
H -1.800 4.033 1.801  0.2208
H -2.255 3.267 3.324  0.2220
H -4.936 2.173 1.032  0.2321
H -4.596 2.702 2.688  0.2123
H -4.246 3.761 1.313  0.2279
H 0.006 1.364 1.116  0.2240
H 1.049 -0.710 1.854  0.2258
H 0.773 -3.160 2.029  0.2272
H -1.229 -6.522 0.341  0.1882
H -2.479 -5.305 -0.018  0.1822
H -1.112 -5.534 -1.137  0.1827
H -2.162 -2.110 -3.102  0.1811
H -3.532 -1.884 -1.978  0.1786
H -3.406 -3.374 -2.942  0.2009
H -1.667 -0.689 -1.422  0.2296
H 0.567 1.206 -2.661  0.2081
H 0.949 -0.350 -1.894  0.2090
H 3.148 -0.081 -2.655  0.2111
H 2.793 1.564 -3.183  0.1978
H 5.164 2.096 0.659  0.2055
H 5.993 0.678 2.454  0.2091
H 5.279 -1.685 2.620  0.2097
H 3.707 -2.589 0.936  0.2100
H 2.841 -1.184 -0.830  0.2124
H 3.527 3.125 -0.064  0.2086
H 3.160 3.400 -1.771  0.1948
H 0.891 3.244 -1.338  0.1786
H 1.275 3.072 0.390  0.1960

***

Computed, not measured: the molecule C25H34N6O2, with ωB97M-V with the def2-TZVPD basis set.

## Properties
* lowest unoccupied orbital energy: 0.52 eV
* SMILES string: CCCCc1ncc(CN2CCC(n3nccc3NC(=O)[C@H](OC)c3ccccc3)CC2)[nH]1
* molecular weight: 450.59 g mol⁻¹
* max |F|: 0.80 eV Å⁻¹
* energy relative to the best compared isomer or geometry (same formula, charge and spin): 13.6 kcal per mole

Last column: natural (NBO) charge in e.
Cartesian coordinates (Å):
C -3.561 -0.929 5.626  -0.5996
C -4.713 -0.701 4.655  -0.3987
C -5.160 0.758 4.638  -0.3781
C -6.292 0.997 3.630  -0.4400
C -5.855 0.709 2.238  0.3500
N -6.258 -0.285 1.492  -0.4738
C -5.573 -0.188 0.321  -0.0870
C -4.737 0.893 0.350  0.0713
C -3.772 1.469 -0.627  -0.2497
N -2.540 1.835 0.060  -0.4537
C -1.675 2.713 -0.699  -0.2125
C -0.952 2.020 -1.860  -0.4259
C -0.145 0.837 -1.322  -0.0295
N 0.460 0.119 -2.420  -0.1588
N -0.303 -0.297 -3.428  -0.2774
C 0.499 -0.893 -4.288  -0.0432
C 1.822 -0.874 -3.835  -0.3569
C 1.753 -0.219 -2.620  0.2989
N 2.798 0.095 -1.747  -0.6328
C 2.878 -0.221 -0.431  0.6711
O 1.986 -0.691 0.238  -0.6096
C 4.284 0.066 0.130  -0.0160
O 4.887 1.179 -0.495  -0.5397
C 4.368 2.412 -0.059  -0.2481
C 5.081 -1.190 -0.137  0.0397
C 6.017 -1.238 -1.160  -0.2452
C 6.709 -2.410 -1.412  -0.2019
C 6.460 -3.542 -0.656  -0.2148
C 5.519 -3.499 0.360  -0.1883
C 4.831 -2.328 0.620  -0.2351
C -1.055 -0.096 -0.522  -0.4333
C -1.796 0.693 0.563  -0.2284
N -4.933 1.463 1.582  -0.5285
H -2.698 -0.330 5.342  0.1984
H -3.266 -1.975 5.629  0.2097
H -3.852 -0.651 6.637  0.1979
H -4.409 -0.996 3.649  0.2061
H -5.560 -1.330 4.937  0.1985
H -4.307 1.394 4.387  0.1865
H -5.506 1.045 5.634  0.2011
H -6.629 2.035 3.700  0.2122
H -7.133 0.342 3.857  0.2338
H -5.728 -0.898 -0.467  0.2042
H -4.191 2.389 -1.055  0.2058
H -3.631 0.752 -1.448  0.1927
H -0.930 3.113 -0.001  0.1867
H -2.269 3.550 -1.075  0.2018
H -0.294 2.730 -2.364  0.2112
H -1.672 1.646 -2.589  0.2246
H 0.660 1.202 -0.675  0.2102
H 0.108 -1.312 -5.193  0.2085
H 2.693 -1.278 -4.307  0.2263
H 3.672 0.371 -2.180  0.4244
H 4.191 0.227 1.214  0.2044
H 4.921 3.183 -0.592  0.2011
H 4.511 2.541 1.020  0.1752
H 3.299 2.505 -0.286  0.1697
H 6.215 -0.350 -1.740  0.2242
H 7.442 -2.438 -2.205  0.2141
H 6.999 -4.456 -0.856  0.2148
H 5.320 -4.380 0.952  0.2150
H 4.089 -2.292 1.404  0.2256
H -1.763 -0.564 -1.208  0.2142
H -0.452 -0.876 -0.057  0.2442
H -1.067 1.072 1.287  0.1914
H -2.489 0.033 1.088  0.2169
H -4.429 2.265 1.923  0.4240

***

Computed, not measured: the molecule C25H34N6O5, with ωB97M-V with the def2-TZVPD basis set.

## Properties
* lowest unoccupied orbital energy: 0.67 eV
* SMILES string: CCOCCCN(C(=O)Cn1nnc(-c2ccc(C)o2)n1)[C@H](C(=O)NC1CCCC1)c1ccc(C)o1
* molecular weight: 498.58 g mol⁻¹
* max |F|: 1.38 eV Å⁻¹
* energy relative to the best compared isomer or geometry (same formula, charge and spin): 5.1 kcal per mole

Last column: natural (NBO) charge in e.
Cartesian coordinates (Å):
C 4.353 -6.350 0.572  -0.6415
C 4.769 -5.073 1.300  -0.0558
O 3.688 -4.270 1.720  -0.5355
C 2.997 -3.615 0.681  -0.0594
C 2.014 -2.637 1.315  -0.4226
C 1.252 -1.849 0.246  -0.2277
N 0.284 -0.947 0.841  -0.4132
C 0.514 0.333 1.168  0.6927
O -0.322 1.061 1.676  -0.6330
C 1.893 0.922 0.813  -0.3136
N 1.929 1.198 -0.591  0.0044
N 2.608 0.481 -1.457  -0.0488
N 2.366 0.957 -2.623  -0.2483
C 1.510 1.991 -2.447  0.2362
C 0.990 2.771 -3.525  0.1902
C 1.224 2.666 -4.874  -0.2334
C 0.444 3.671 -5.480  -0.3265
C -0.210 4.318 -4.467  0.3143
C -1.176 5.447 -4.482  -0.6554
O 0.121 3.777 -3.281  -0.3831
N 1.226 2.153 -1.156  -0.2435
C -1.018 -1.545 1.170  -0.1635
C -2.045 -1.165 0.074  0.6853
O -2.424 -1.988 -0.734  -0.6290
N -2.412 0.118 0.108  -0.6393
C -3.220 0.748 -0.915  -0.0480
C -2.342 1.627 -1.816  -0.4091
C -2.250 2.937 -1.042  -0.4133
C -3.682 3.142 -0.548  -0.4068
C -4.218 1.727 -0.268  -0.4194
C -1.467 -1.186 2.549  0.2803
C -2.680 -0.837 3.060  -0.2910
C -2.485 -0.674 4.455  -0.3176
C -1.170 -0.935 4.695  0.2922
C -0.367 -0.915 5.945  -0.6502
O -0.547 -1.257 3.540  -0.4208
H 5.225 -6.981 0.423  0.2154
H 3.623 -6.893 1.167  0.2132
H 3.920 -6.127 -0.400  0.2043
H 5.445 -4.485 0.661  0.1577
H 5.293 -5.329 2.224  0.1867
H 3.709 -3.074 0.036  0.1628
H 2.451 -4.335 0.055  0.1643
H 2.565 -1.958 1.967  0.2036
H 1.319 -3.195 1.943  0.2150
H 1.953 -1.303 -0.388  0.2310
H 0.702 -2.537 -0.403  0.2193
H 1.977 1.866 1.357  0.2566
H 2.721 0.259 1.058  0.2412
H 1.870 1.956 -5.346  0.2390
H 0.375 3.888 -6.526  0.2292
H -0.867 6.217 -3.777  0.2308
H -2.167 5.103 -4.189  0.2276
H -1.230 5.872 -5.479  0.2308
H -0.887 -2.632 1.112  0.2408
H -1.975 0.727 0.792  0.4382
H -3.706 -0.059 -1.468  0.2328
H -2.840 1.784 -2.774  0.2020
H -1.371 1.171 -2.003  0.2149
H -1.565 2.823 -0.202  0.2121
H -1.894 3.761 -1.656  0.2175
H -4.276 3.617 -1.330  0.1951
H -3.724 3.775 0.336  0.2110
H -4.276 1.533 0.802  0.2112
H -5.215 1.594 -0.685  0.2149
H -3.595 -0.719 2.518  0.2329
H -3.226 -0.396 5.176  0.2253
H 0.377 -0.119 5.906  0.2234
H -1.019 -0.746 6.797  0.2285
H 0.158 -1.860 6.075  0.2249